The following is a DFT calculation (wB97M-V/def2-TZVPD) of 9 unconnected molecules or ions with the total composition C32H88ClN8O12 at a distorted geometry.

Structure (ORCA input):
```
! RIJCOSX wB97M-V def2-TZVPD def2/J DEFGRID3
* xyz -2 2
Cl -0.11932 1.07941 -1.12758
O 0.30672 -0.05571 -1.90446
O -1.46655 0.72297 -0.74186
O 0.54200 1.21110 0.08579
O -0.10464 2.20173 -1.95332
C -4.47762 3.62592 -1.42262
C -3.39456 4.65590 -1.08252
C -2.55800 4.32242 0.22720
O -3.48162 4.21895 1.28211
C -2.91887 4.45010 2.55803
N -2.47576 4.91504 -2.16011
H -3.86446 2.75182 -1.64190
H -5.07217 3.85842 -2.30611
H -5.16469 3.50731 -0.58477
H -3.79344 5.64361 -0.85137
H -1.79973 5.07651 0.43810
H -2.01604 3.40997 -0.02141
H -2.61457 5.49604 2.59690
H -2.05880 3.82319 2.79333
H -3.68713 4.31705 3.31971
H -2.00687 4.08384 -2.49079
H -2.99807 5.09144 -3.00638
C 3.76751 4.47055 -0.20530
C 3.51899 4.08715 1.24847
C 2.14323 4.56840 1.66709
O 2.19507 5.97460 1.81497
C 0.85229 6.48888 2.06263
N 3.50121 2.64487 1.31603
H 3.65862 5.55442 -0.24381
H 3.09906 4.04463 -0.95354
H 4.78468 4.19155 -0.48030
H 4.30770 4.46546 1.89880
H 1.90142 4.24531 2.67963
H 1.34093 4.16149 1.05158
H 0.83263 7.57583 1.98350
H 0.46598 6.26054 3.05597
H 0.10285 6.13104 1.35666
H 4.39583 2.27647 1.02614
H 2.89456 2.28133 0.59498
C 0.31218 -1.32739 7.17450
C 0.19108 -1.10435 5.70360
C 1.07367 0.03954 5.22166
O 0.60080 0.40145 3.91405
C 0.94159 1.75532 3.56250
N 0.50676 -2.38946 4.99470
H 1.33705 -1.61754 7.40595
H -0.38330 -2.11032 7.47685
H 0.09195 -0.45137 7.78458
H -0.86977 -0.97840 5.48719
H 2.10568 -0.30904 5.26110
H 0.96785 0.86595 5.92448
H 0.78948 2.40222 4.42649
H 0.30814 2.06956 2.73298
H 1.97470 1.90113 3.24704
H 1.45972 -2.65581 5.19722
H 0.00094 -3.12028 5.47445
C -3.27824 -2.81284 5.62613
C -3.16019 -2.63127 4.08073
C -3.37512 -1.13261 3.72758
O -3.28311 -0.91260 2.25036
C -3.70113 0.49471 2.00818
N -1.89452 -3.17178 3.57018
H -3.32134 -3.87005 5.88796
H -4.23764 -2.46396 6.00814
H -2.43327 -2.41137 6.18555
H -3.94774 -3.25117 3.65225
H -2.74787 -0.46725 4.32083
H -4.41760 -0.99821 4.01614
H -3.89606 0.63172 0.94454
H -2.88283 1.17418 2.24650
H -4.64025 0.76122 2.49307
H -1.81778 -4.11173 3.93171
H -1.13661 -2.67868 4.02021
C 4.25572 0.82711 -9.06565
C 3.40683 0.19446 -8.00204
C 2.70143 1.27917 -7.26629
O 1.94864 0.74311 -6.20985
C 1.35083 1.72581 -5.29867
N 2.43593 -0.58253 -8.74567
H 3.66785 1.40965 -9.77499
H 4.72782 0.10123 -9.72771
H 4.99641 1.50011 -8.63374
H 3.99570 -0.47396 -7.37391
H 2.11837 1.90683 -7.94023
H 3.48068 1.95617 -6.91623
H 0.77681 2.51054 -5.79143
H 2.25762 2.15929 -4.87686
H 0.65515 1.32728 -4.56022
H 2.17933 -0.05724 -9.56928
H 1.59211 -0.74099 -8.21374
C 3.42632 -2.32052 -1.55292
C 3.84853 -1.32572 -2.62349
C 3.07228 -1.66946 -3.95004
O 3.34769 -2.99760 -4.33139
C 3.37097 -3.33775 -5.70009
N 3.52089 -0.00377 -2.20673
H 3.73923 -3.29053 -1.93926
H 2.36471 -2.35494 -1.30814
H 3.94494 -2.18221 -0.60423
H 4.91537 -1.41111 -2.83004
H 3.47547 -0.98213 -4.69376
H 1.98233 -1.66070 -3.95628
H 2.40248 -3.82884 -5.79475
H 4.16231 -4.03939 -5.96389
H 3.28390 -2.47432 -6.35963
H 3.50910 0.08982 -1.20114
H 2.57185 0.14930 -2.51656
C 2.30758 -1.45052 1.87359
C 0.94937 -2.03821 1.43833
C 0.81764 -3.57190 1.73995
O -0.46091 -4.07358 1.25673
C -0.68533 -5.43019 1.65907
N -0.24892 -1.34438 1.91882
H 2.33227 -1.41285 2.96266
H 2.39877 -0.46381 1.41953
H 3.15416 -2.09513 1.63723
H 0.98712 -1.78049 0.37991
H 0.89454 -3.70029 2.81963
H 1.58626 -4.17906 1.26177
H 0.15197 -6.02132 1.28813
H -1.63658 -5.81894 1.29563
H -0.56845 -5.53414 2.73779
H -0.17738 -0.45107 1.45302
H -0.06840 -1.05105 2.86828
C -3.55902 -2.11989 -2.67247
C -3.40816 -2.33314 -1.15506
C -4.03796 -3.65485 -0.52997
O -3.74720 -3.74110 0.83397
C -4.34458 -4.85739 1.43989
N -1.99953 -2.36341 -0.89087
H -3.09183 -2.92667 -3.23723
H -3.12376 -1.17773 -3.00561
H -4.61913 -2.06854 -2.92072
H -3.74215 -1.45867 -0.59663
H -3.61688 -4.51136 -1.05645
H -5.10770 -3.68123 -0.73746
H -3.95519 -5.02364 2.44430
H -4.12909 -5.77407 0.89093
H -5.40781 -4.70840 1.62815
H -1.50713 -3.09146 -1.38845
H -1.59817 -1.58686 -1.39681
*
```

Calculated values
largest force on an atom	6.59	eV Å⁻¹
energy above the lowest of the compared OMol25 structures with the same formula, charge and spin	23.1	kcal/mol
HOMO level (spin up / spin down)	2.494 / -2.921	eV
total energy	-3072.577142	hartree